Record 1
{
  "formula": "C5H10IN2",
  "method": "ωB97M-V with the def2-TZVPD basis set",
  "e_homo_ev": -13.78,
  "relative_energy_kcal_mol": 91.6,
  "total_charge": 1,
  "smiles": "CC(I)=[N+]=NC(C)C",
  "gap_ev": 8.27,
  "elements": ["C", "C", "I", "N", "N", "C", "C", "C", "H", "H", "H", "H", "H", "H", "H", "H", "H", "H"],
  "xyz": [[2.907, -2.342, -0.273], [2.488, -1.001, -0.083], [4.130, 0.357, 0.050], [1.324, -0.558, 0.349], [0.281, -0.089, 0.578], [-0.666, 0.571, -0.213], [-2.052, 0.565, 0.414], [-0.100, 1.974, -0.328], [2.146, -2.948, -0.794], [3.100, -2.760, 0.719], [3.748, -2.507, -0.909], [-0.623, 0.103, -1.277], [-1.864, 0.743, 1.410], [-2.660, 1.252, -0.052], [-2.694, -0.243, 0.106], [1.069, 1.953, -0.580], [-0.013, 2.423, 0.683], [-0.842, 2.555, -1.045]],
  "lowdin_charge": [-0.1473, -0.6701, 0.9913, 0.0851, 0.1610, -0.4245, -0.0155, -0.0484, 0.1125, 0.1169, 0.0772, 0.1854, 0.0722, 0.0639, 0.0954, 0.1041, 0.0926, 0.1480]
}

***

Record 2
{
  "formula": "C5H10IN2O",
  "method": "ωB97M-V with the def2-TZVPD basis set",
  "e_homo_ev": [-13.70, -12.92],
  "relative_energy_kcal_mol": 95.9,
  "total_charge": 1,
  "gap_ev": [8.32, 8.21],
  "elements": ["C", "C", "C", "C", "C", "N", "N", "O", "I", "H", "H", "H", "H", "H", "H", "H", "H", "H", "H"],
  "xyz": [[-1.033, 0.410, -0.061], [-0.527, -0.294, 1.138], [0.928, -0.686, -0.776], [-0.010, 0.612, 2.294], [-0.402, 0.907, -2.263], [-0.132, 0.146, -1.082], [0.470, -1.298, 0.521], [-2.009, 1.082, -0.147], [1.443, -2.223, -2.210], [-1.312, -1.027, 1.539], [2.853, 0.199, -0.566], [-0.719, 1.384, 2.292], [0.941, 0.929, 2.033], [-0.106, 0.224, 3.343], [0.539, 1.277, -2.493], [-0.714, 0.435, -3.226], [-1.243, 1.601, -2.051], [1.200, -1.549, 1.263], [-0.168, -2.129, 0.454]],
  "lowdin_charge": [-0.4293, -0.1836, -0.7237, 0.0243, -0.0140, -0.1212, 0.0460, 0.1783, 0.8744, 0.1904, 0.1972, 0.0771, 0.0645, 0.1205, 0.0748, 0.1192, 0.1190, 0.2121, 0.1738]
}

***

Record 3
{
  "formula": "C5H10IN2S",
  "method": "ωB97M-V with the def2-TZVPD basis set",
  "e_homo_ev": [-9.88, -13.14],
  "multiplicity": 3,
  "total_charge": 1,
  "gap_ev": [6.32, 4.53],
  "elements": ["C", "C", "C", "C", "C", "N", "N", "S", "I", "H", "H", "H", "H", "H", "H", "H", "H", "H", "H"],
  "xyz": [[1.226, -0.006, -0.576], [0.020, -0.779, -1.096], [1.049, 1.504, -0.341], [-0.552, -1.814, -0.021], [-0.071, 1.674, 0.641], [2.231, -0.716, -0.456], [-1.358, 1.513, 0.352], [-1.828, -1.109, 1.024], [0.400, 1.915, 2.637], [-0.746, -0.028, -1.257], [0.281, -1.365, -1.974], [1.965, 1.881, 0.165], [0.800, 2.091, -1.213], [-0.891, -2.868, -0.258], [0.397, -2.038, 0.669], [3.144, -0.322, -0.290], [-1.772, 1.330, -0.578], [-2.111, 1.418, 0.995], [-2.185, -2.281, 1.577]],
  "lowdin_charge": [-0.4031, -0.1603, -0.1745, -0.4163, -0.8977, 0.1842, -0.0838, 1.0968, 0.9648, 0.0669, 0.1298, 0.1052, 0.1212, 0.1134, 0.1579, 0.0830, 0.1190, 0.0401, -0.0466]
}

***

Record 4
{
  "formula": "C5H10IP",
  "method": "ωB97M-V with the def2-TZVPD basis set",
  "e_homo_ev": -8.54,
  "relative_energy_kcal_mol": 25.2,
  "total_charge": 0,
  "smiles": "IC1=CCCC1.P",
  "gap_ev": 9.19,
  "elements": ["I", "C", "C", "C", "C", "C", "H", "H", "H", "H", "H", "H", "H", "P", "H", "H", "H"],
  "xyz": [[3.302, -1.103, 0.132], [1.741, 0.275, -0.106], [1.562, 1.297, 0.785], [0.289, 2.095, 0.533], [-0.127, 1.629, -0.851], [0.660, 0.254, -1.109], [2.147, 1.486, 1.568], [0.472, 3.159, 0.594], [-0.580, 1.867, 1.339], [-1.156, 1.534, -1.096], [0.191, 2.392, -1.492], [-0.053, -0.598, -0.966], [0.983, -0.007, -2.165], [-2.062, -3.243, 0.456], [-1.469, -4.035, 1.393], [-2.813, -4.060, -0.300], [-3.088, -2.941, 1.287]],
  "lowdin_charge": [0.8076, -0.7636, -0.1495, -0.1912, -0.1744, -0.2277, 0.0423, 0.0916, 0.1531, 0.0906, 0.0819, 0.0908, 0.1182, 0.6517, -0.1981, -0.2158, -0.2076]
}

***

Record 5
{
  "formula": "C5H10InO3",
  "method": "ωB97M-V with the def2-TZVPD basis set",
  "e_homo_ev": [-17.33, -19.87],
  "multiplicity": 2,
  "relative_energy_kcal_mol": 28.2,
  "total_charge": 2,
  "gap_ev": [7.86, 9.34],
  "elements": ["O", "C", "C", "O", "C", "C", "O", "C", "In", "H", "H", "H", "H", "H", "H", "H", "H", "H", "H"],
  "xyz": [[-2.217, -0.080, 1.755], [-1.383, -0.478, 2.686], [0.028, -0.726, 2.308], [0.252, -0.397, 0.956], [1.260, 0.403, 0.368], [1.086, 0.234, -1.124], [-0.311, 0.323, -1.428], [-0.586, 0.487, -2.820], [-1.493, -0.526, -0.037], [-1.702, -0.628, 3.723], [0.666, 0.009, 2.835], [2.256, 0.066, 0.683], [1.051, 1.438, 0.676], [1.458, -0.744, -1.461], [1.631, 1.026, -1.655], [-1.670, 0.420, -2.950], [-0.235, 1.475, -3.147], [-0.076, -0.297, -3.395], [-0.014, -2.005, 2.026]],
  "lowdin_charge": [-0.0616, 0.0116, -0.0682, -0.3042, -0.0826, -0.1089, -0.3401, -0.0013, 1.2436, 0.1850, 0.1911, 0.1750, 0.1665, 0.1658, 0.1726, 0.1125, 0.1305, 0.1300, 0.2826]
}

***

Record 6
{
  "formula": "C5H10IrO3",
  "method": "ωB97M-V with the def2-TZVPD basis set",
  "e_homo_ev": [-12.23, -14.13],
  "multiplicity": 5,
  "relative_energy_kcal_mol": 61.8,
  "total_charge": 1,
  "gap_ev": [9.09, 7.64],
  "elements": ["O", "C", "C", "O", "C", "C", "O", "C", "Ir", "H", "H", "H", "H", "H", "H", "H", "H", "H", "H"],
  "xyz": [[-2.008, -2.218, -0.448], [-2.226, -1.161, -1.364], [-1.147, -0.095, -1.231], [-1.416, 0.535, 0.097], [-0.457, 1.485, 0.511], [0.954, 0.943, 0.303], [1.094, -0.258, 1.084], [2.446, -0.662, 1.257], [-0.417, -1.380, 0.324], [-3.240, -0.729, -1.196], [-2.197, -1.517, -2.415], [-1.239, 0.683, -2.006], [-0.658, 1.814, 1.539], [-0.545, 2.381, -0.129], [1.691, 1.682, 0.644], [2.973, 0.079, 1.874], [2.440, -1.634, 1.760], [2.954, -0.753, 0.284], [0.998, 0.804, -0.887]],
  "lowdin_charge": [-0.2837, -0.3256, -0.2420, -0.2381, -0.1812, -0.2032, -0.4017, -0.0454, 1.5319, 0.1430, 0.1401, 0.1374, 0.1516, 0.1530, 0.1484, 0.1184, 0.1092, 0.1169, 0.1711]
}

***

Record 7
{
  "formula": "C5H10LuOP",
  "method": "ωB97M-V with the def2-TZVPD basis set",
  "e_homo_ev": [-6.08, -6.10],
  "relative_energy_kcal_mol": 62.4,
  "total_charge": 0,
  "gap_ev": [4.28, 4.58],
  "elements": ["C", "C", "C", "C", "C", "Lu", "P", "H", "H", "H", "H", "H", "H", "H", "H", "O", "H", "H"],
  "xyz": [[1.527, -0.634, -1.450], [1.817, -1.857, -0.790], [0.632, -2.650, -0.775], [-0.390, -1.944, -1.476], [0.134, -0.683, -1.872], [-0.465, 1.402, 2.239], [0.272, 2.606, 0.189], [2.224, 0.183, -1.638], [2.790, -2.140, -0.386], [0.540, -3.647, -0.349], [-0.388, 0.085, -2.440], [-1.405, -2.290, -1.678], [-0.566, 3.113, -0.865], [1.264, 3.638, 0.147], [-0.700, 3.172, 1.528], [-1.436, -0.198, 1.191], [-2.374, -0.464, 1.264], [-1.022, -0.664, 0.417]],
  "lowdin_charge": [-0.2239, -0.1996, -0.2008, -0.2426, -0.2446, 0.9019, 0.5437, 0.0514, 0.0667, 0.0641, 0.0543, 0.0659, -0.0974, -0.1194, -0.2458, -0.3139, 0.0941, 0.0459]
}

***

Record 8
{
  "formula": "C5H10MgO4Sn",
  "method": "ωB97M-V with the def2-TZVPD basis set",
  "e_homo_ev": [-5.81, -5.95],
  "relative_energy_kcal_mol": 1.8,
  "total_charge": 0,
  "gap_ev": [6.22, 5.85],
  "elements": ["O", "C", "C", "O", "C", "C", "O", "Mg", "H", "H", "H", "H", "H", "H", "H", "H", "C", "O", "Sn", "H", "H"],
  "xyz": [[-1.132, 0.366, -1.808], [-0.550, -0.558, -2.604], [0.289, -1.534, -1.878], [0.133, -1.483, -0.626], [0.691, -2.262, 0.469], [1.328, -1.198, 1.364], [0.468, -0.121, 1.483], [-0.738, 0.580, 0.080], [0.159, -0.146, -3.366], [-1.247, -1.175, -3.221], [0.712, -2.442, -2.325], [-0.190, 4.167, 1.195], [1.393, -3.000, 0.066], [-0.161, -2.747, 0.956], [2.289, -0.917, 0.895], [1.546, -1.652, 2.348], [-1.032, 3.465, 1.059], [-0.828, 2.112, 1.252], [-0.161, 1.045, 2.919], [-1.745, 3.828, 1.823], [-1.222, 3.671, -0.080]],
  "lowdin_charge": [-0.2926, -0.4092, -0.2025, -0.1681, -0.0828, -0.2740, -0.6150, 0.7759, 0.1143, 0.1156, 0.1181, 0.0737, 0.1361, 0.1358, 0.1371, 0.1274, -0.2296, -0.6371, 0.9673, 0.0856, 0.1238]
}

***

Record 9
{
  "formula": "C5H10N",
  "method": "ωB97M-V with the def2-TZVPD basis set",
  "e_homo_ev": -14.86,
  "relative_energy_kcal_mol": 80.3,
  "total_charge": 1,
  "gap_ev": 9.79,
  "elements": ["C", "C", "C", "C", "C", "N", "H", "H", "H", "H", "H", "H", "H", "H", "H", "H"],
  "xyz": [[-0.926, 2.279, -0.147], [-0.282, 2.398, 0.832], [0.651, 0.122, -1.203], [-0.917, -1.672, -0.431], [0.967, -0.710, 0.972], [0.248, -0.745, -0.244], [-1.342, 2.285, -1.158], [0.238, 2.683, 1.771], [1.413, 0.911, -0.945], [0.118, 0.163, -2.131], [-0.478, -2.554, -0.165], [-1.601, -1.361, 0.376], [-1.474, -1.521, -1.380], [0.771, 0.094, 1.604], [0.628, -1.575, 1.489], [1.984, -0.795, 0.759]],
  "lowdin_charge": [-0.0115, -0.0052, 0.1806, 0.0551, -0.0186, -0.1905, 0.0628, 0.0759, 0.1390, 0.1065, 0.0709, 0.1233, 0.1267, 0.0758, 0.1055, 0.1037]
}

***

Record 10
{
  "formula": "C5H10N",
  "method": "ωB97M-V with the def2-TZVPD basis set",
  "e_homo_ev": -15.04,
  "relative_energy_kcal_mol": 49.6,
  "total_charge": 1,
  "smiles": "C[C@H]1C=C[N@@H+]1C",
  "gap_ev": 11.68,
  "elements": ["C", "C", "C", "C", "N", "C", "H", "H", "H", "H", "H", "H", "H", "H", "H", "H"],
  "xyz": [[1.366, -1.396, -0.318], [0.728, 0.006, -0.301], [-0.170, 0.164, -1.466], [-1.306, -0.022, -0.757], [-0.628, 0.036, 0.551], [-0.841, 1.302, 1.224], [0.941, -2.110, -1.026], [1.460, -1.844, 0.693], [2.453, -1.202, -0.570], [1.422, 0.891, -0.006], [0.085, 0.214, -2.536], [-2.336, -0.086, -1.059], [-0.580, -0.794, 1.082], [-0.686, 2.184, 0.512], [-1.837, 1.307, 1.908], [-0.072, 1.352, 2.067]],
  "lowdin_charge": [-0.0259, -0.2315, 0.0112, 0.0087, -0.0862, -0.0333, 0.0957, 0.0972, 0.1162, 0.1899, 0.1437, 0.1342, 0.1605, 0.1393, 0.1613, 0.1191]
}

***

Record 11
{
  "formula": "C5H10N",
  "method": "ωB97M-V with the def2-TZVPD basis set",
  "e_homo_ev": -13.97,
  "relative_energy_kcal_mol": 179.9,
  "total_charge": 1,
  "gap_ev": 6.99,
  "elements": ["C", "C", "C", "C", "C", "N", "H", "H", "H", "H", "H", "H", "H", "H", "H", "H"],
  "xyz": [[1.736, -0.147, -0.808], [2.800, 0.114, -0.146], [-0.769, 1.021, 0.615], [-0.979, -1.539, 0.127], [-1.614, 0.948, -0.478], [-0.709, -0.214, -0.339], [3.360, -0.451, 0.570], [3.262, 1.120, -0.335], [-1.031, 0.881, 1.674], [-1.900, -2.020, -0.442], [-0.039, -2.155, -0.048], [-1.158, -1.609, 1.201], [-2.604, 1.081, -0.405], [0.018, 1.587, 0.591], [-1.116, 1.542, -1.330], [0.743, -0.160, -0.447]],
  "lowdin_charge": [0.3328, 0.1364, -0.0918, -0.0853, -0.0934, -0.1962, 0.1184, 0.1560, 0.1444, 0.1421, 0.0968, 0.0818, 0.0921, 0.0435, 0.1591, -0.0369]
}

***

Record 12
{
  "formula": "C5H10N",
  "method": "ωB97M-V with the def2-TZVPD basis set",
  "e_homo_ev": [-14.26, -12.91],
  "relative_energy_kcal_mol": 145.6,
  "total_charge": 1,
  "gap_ev": [9.10, 8.17],
  "elements": ["C", "C", "C", "C", "C", "N", "H", "H", "H", "H", "H", "H", "H", "H", "H", "H"],
  "xyz": [[-0.061, 1.654, -0.129], [1.147, 1.097, 0.227], [-0.693, 0.450, 0.160], [-1.941, -0.088, 0.538], [1.191, -1.282, -0.386], [0.641, -0.223, 0.522], [-0.458, 2.633, -0.380], [2.251, 1.310, 0.199], [0.240, -0.207, -2.337], [-1.835, -0.667, 1.463], [-2.362, -0.770, -0.188], [-2.606, 0.862, 0.656], [0.713, -2.175, -0.336], [0.895, -0.894, -1.343], [2.276, -1.340, -0.193], [0.602, -0.359, 1.526]],
  "lowdin_charge": [0.0559, -0.0246, -0.2413, -0.0128, 0.0302, -0.0521, 0.1417, 0.1605, 0.2016, 0.1085, 0.0986, 0.1541, 0.0735, -0.0182, 0.1308, 0.1936]
}

***

Record 13
{
  "formula": "C5H10N",
  "method": "ωB97M-V with the def2-TZVPD basis set",
  "e_homo_ev": -14.86,
  "relative_energy_kcal_mol": 73.8,
  "total_charge": 1,
  "smiles": "C#C[C@H](C)[NH2+]C",
  "gap_ev": 11.52,
  "elements": ["C", "C", "C", "C", "N", "C", "H", "H", "H", "H", "H", "H", "H", "H", "H", "H"],
  "xyz": [[-2.594, 0.890, 0.168], [-1.628, 0.230, -0.036], [-0.301, -0.224, -0.287], [-0.168, -1.676, -0.011], [0.551, 0.749, 0.439], [1.907, 0.787, -0.102], [-3.630, 1.057, 0.280], [-0.234, -0.112, -1.515], [-0.711, -1.817, 0.994], [-0.918, -2.286, -0.594], [0.836, -2.218, -0.172], [0.346, 0.628, 1.461], [-0.047, 1.568, 0.130], [2.283, 1.741, 0.299], [2.388, -0.255, 0.116], [1.920, 0.937, -1.169]],
  "lowdin_charge": [0.1931, -0.1319, -0.4386, -0.0592, 0.0109, -0.0004, 0.0590, 0.2292, 0.1223, 0.1181, 0.1202, 0.2193, 0.1903, 0.1168, 0.1508, 0.1001]
}

***

Record 14
{
  "formula": "C5H10N",
  "method": "ωB97M-V with the def2-TZVPD basis set",
  "e_homo_ev": -13.70,
  "relative_energy_kcal_mol": 121.3,
  "total_charge": 1,
  "gap_ev": 9.86,
  "elements": ["C", "C", "C", "C", "C", "N", "H", "H", "H", "H", "H", "H", "H", "H", "H", "H"],
  "xyz": [[0.786, 0.419, -0.148], [1.593, -0.538, 0.273], [-2.490, -0.798, 0.304], [-1.450, 0.220, 0.492], [3.093, -0.255, 0.115], [-2.529, 0.366, -0.531], [0.724, 1.285, -0.670], [1.463, -1.554, 0.509], [-2.346, -1.776, -0.250], [-3.218, -1.018, 0.998], [-1.352, 0.840, 1.422], [3.245, 0.588, -0.512], [3.382, 0.023, 1.105], [3.669, -1.179, -0.243], [-2.032, 0.205, -1.398], [-3.289, 1.026, -0.511]],
  "lowdin_charge": [0.1673, -0.1585, -0.1101, -0.0438, -0.0690, 0.0895, 0.0354, 0.0999, 0.1558, 0.1019, 0.1245, 0.0636, 0.0755, 0.1204, 0.1684, 0.1792]
}

***

Number 1: total energy -16417.3405 eV. Number 2: total energy -18464.0295 eV. Number 3: total energy -27251.4557 eV. Number 4: total energy -22734.3642 eV. Number 5: total energy -16641.1718 eV. Number 6: total energy -14314.0041 eV. Number 7: total energy -50296.6447 eV. Number 8: total energy -24811.4478 eV. Number 9: total energy -6826.7184 eV. Number 10: total energy -6828.0521 eV. Number 11: total energy -6822.4024 eV. Number 12: total energy -6823.8875 eV. Number 13: total energy -6827.0013 eV. Number 14: total energy -6824.9418 eV.